Density functional theory data (the ωB97M-V functional and the def2-TZVPD basis) for a molecular structure, C18H13N6O5S2W in a non-equilibrium geometry.

Summary:
Molar mass (g mol⁻¹): 641.31
Net charge: 0
Expectation value of S²: 1.116
Spin multiplicity: 2
ΔE to the lowest compared entry with this formula, charge and spin (eV): 0.089
Kohn-Sham gap (alpha / beta) (eV): 5.97 / 5.09

XYZ file:
```
45
C18H13N6O5S2W | OMol25 | the ωB97M-V functional and the def2-TZVPD basis
W 0.038 -0.450 -0.526
O -0.373 1.730 3.048
C -0.171 0.915 2.179
N -0.724 0.872 0.912
C -1.722 1.771 0.576
O -2.268 2.587 1.284
C -2.104 1.580 -0.854
C -3.084 2.370 -1.441
C -3.457 2.143 -2.752
C -2.820 1.105 -3.436
C -1.860 0.357 -2.800
N -1.478 0.564 -1.515
C 0.794 -0.221 2.336
C 1.560 -0.384 3.482
C 2.508 -1.389 3.515
C 2.632 -2.227 2.405
C 1.818 -2.030 1.314
N 0.916 -1.029 1.256
H -3.517 3.155 -0.844
H -4.220 2.734 -3.235
H -3.067 0.883 -4.462
H -1.371 -0.445 -3.342
H 1.408 0.304 4.299
H 3.151 -1.514 4.371
H 3.369 -3.014 2.384
H 1.891 -2.652 0.421
C -2.218 -4.180 -5.608
C -1.873 -3.864 -4.196
C -2.714 -4.242 -3.126
C -2.462 -3.743 -1.887
N -1.413 -2.877 -1.678
C -0.551 -2.664 -2.763
S 0.830 -1.662 -2.494
N -0.791 -3.135 -3.954
H -2.563 -5.208 -5.702
H -1.370 -4.003 -6.262
H -3.038 -3.528 -5.918
H -3.548 -4.904 -3.286
H -3.067 -3.947 -1.019
O 1.115 1.463 -1.348
N 2.311 1.204 -1.045
O 3.207 1.951 -1.288
O 2.483 0.104 -0.473
S -2.046 -2.595 0.868
C -1.190 -2.171 -0.514
```


Density functional theory data (the ωB97M-V functional and the def2-TZVPD basis) for a molecular structure, C18H14BeN7O2 in a non-equilibrium geometry.

Summary:
Molar mass (g mol⁻¹): 369.37
Net charge: +1
Kohn-Sham gap (eV): 9.26

XYZ file:
```
42
C18H14BeN7O2 | OMol25 | the ωB97M-V functional and the def2-TZVPD basis
Be 8.720 9.727 7.893
O 7.961 12.844 9.888
C 8.106 11.749 9.382
N 8.614 11.362 8.179
C 9.384 12.106 7.319
O 9.335 13.277 7.013
C 10.425 11.151 6.705
C 11.344 11.544 5.807
C 12.350 10.635 5.465
C 12.294 9.369 6.007
C 11.219 8.999 6.810
N 10.318 9.900 7.166
C 7.933 10.447 10.197
C 7.508 10.402 11.472
C 7.439 9.213 12.163
C 7.859 8.054 11.492
C 8.269 8.149 10.173
N 8.325 9.320 9.532
H 11.317 12.541 5.375
H 13.151 10.839 4.711
H 13.085 8.667 5.833
H 11.135 7.992 7.191
H 7.230 11.309 11.970
H 7.152 9.228 13.202
H 7.801 7.093 11.985
H 8.593 7.304 9.597
N 6.721 8.184 4.986
C 6.370 9.491 4.812
C 6.957 10.205 5.831
N 7.618 9.301 6.621
C 7.417 8.088 6.100
C 7.965 6.896 6.741
N 8.985 6.938 7.527
C 9.116 5.699 8.042
C 8.139 4.898 7.584
N 7.391 5.648 6.704
H 6.450 7.392 4.390
H 5.843 9.842 3.963
H 6.879 11.282 6.111
H 9.842 5.435 8.795
H 7.951 3.867 7.794
H 6.613 5.313 6.095
```


Density functional theory data (the ωB97M-V functional and the def2-TZVPD basis) for a molecular structure, C18H14CdN3O6S.

Summary:
Molar mass (g mol⁻¹): 512.80
Net charge: -1
ΔE to the lowest compared entry with this formula, charge and spin (eV): 0.000
Kohn-Sham gap (eV): 8.05

XYZ file:
```
43
C18H14CdN3O6S | OMol25 | the ωB97M-V functional and the def2-TZVPD basis
Cd -0.486 0.137 0.877
O 2.997 -2.331 -0.733
C 1.856 -2.005 -1.357
O 1.755 -1.265 -2.296
C 0.714 -2.842 -0.831
C 0.795 -4.222 -0.941
C -0.258 -4.986 -0.467
C -1.331 -4.347 0.124
C -1.321 -2.960 0.218
N -0.322 -2.216 -0.265
C -2.498 -2.255 0.920
O -3.372 -2.998 1.367
O -2.448 -0.994 0.966
H 3.539 -1.525 -0.542
H 1.671 -4.673 -1.386
H -0.232 -6.066 -0.547
H -2.180 -4.873 0.532
N 0.845 -0.941 2.761
C 2.156 -0.281 2.676
C 2.637 -0.238 1.217
O 3.839 -0.431 0.973
O 1.740 -0.033 0.352
H 0.421 -0.809 3.670
H 0.941 -1.939 2.609
H 2.926 -0.754 3.289
H 2.032 0.753 3.008
S -1.461 4.642 1.712
C -1.842 3.826 3.167
C -1.589 2.490 3.076
C -1.050 2.068 1.819
C -0.945 3.144 0.983
C -0.407 3.105 -0.383
C -0.074 4.256 -1.102
C 0.479 4.128 -2.361
C 0.701 2.862 -2.881
C 0.341 1.769 -2.109
N -0.212 1.887 -0.905
H -2.257 4.373 4.001
H -1.794 1.815 3.898
H -0.232 5.231 -0.661
H 0.748 5.012 -2.928
H 1.149 2.716 -3.854
H 0.509 0.758 -2.456
```


Density functional theory data (the ωB97M-V functional and the def2-TZVPD basis) for a molecular structure, C18H14N2O5 in a non-equilibrium geometry.

Summary:
Molar mass (g mol⁻¹): 338.32
Net charge: 0
ΔE to the lowest compared entry with this formula, charge and spin (eV): 19.123
Kohn-Sham gap (eV): 7.80

XYZ file:
```
39
C18H14N2O5 | OMol25 | the ωB97M-V functional and the def2-TZVPD basis
C -7.648 -1.629 0.119
C -6.289 -0.835 0.149
C -5.093 -1.185 -0.408
C -4.034 -0.544 -0.295
N -2.876 -1.120 -0.941
C -1.753 -0.356 -0.697
O -0.800 -0.900 -1.086
C -1.774 1.047 -0.192
C -2.960 1.499 0.379
C -4.082 0.684 0.384
C -5.394 1.371 0.952
C -6.575 0.506 0.713
H -7.380 0.576 1.120
H -5.343 2.211 1.480
H -2.942 2.414 0.851
C -0.562 1.807 0.098
H -0.259 2.131 -0.957
H -0.612 2.586 0.797
O 0.718 1.116 0.242
C 1.726 1.274 -0.232
O 1.908 2.158 -1.171
C 2.639 0.260 0.102
C 4.103 0.596 -0.003
C 4.969 -0.472 0.366
C 4.628 -1.662 0.186
C 3.365 -2.116 0.400
C 2.355 -1.331 0.172
H 1.328 -1.212 0.098
H 2.881 -3.191 0.690
H 5.414 -2.625 0.686
N 6.452 -0.092 0.157
O 6.725 0.934 -0.048
O 7.253 -1.079 0.373
H 4.415 1.364 -0.278
H -2.913 -1.903 -1.261
H -5.169 -2.023 -0.857
H -7.488 -2.570 -0.638
H -8.447 -1.055 -0.267
H -8.133 -1.784 1.037
```